DFT (ωB97M-V/def2-TZVPD) results for a structure of composition C30H34InO20P2.

## Properties
* F_max: 1.0 eV Å⁻¹
* total energy: -3541.27266 a.u.
* HOMO energy: -3.76 eV
* total charge: -1
* E_LUMO: -0.7205 eV
* gap between HOMO and LUMO: 0.1117 hartree

Structure (XYZ):
```
87
Properties=species:S:1:pos:R:3:forces:R:3:lowdin_charge:R:1
C -2.492455 1.885790 -2.670622 -0.176 0.205 0.513 -0.178
C -2.484007 0.981558 -1.428447 0.145 -0.031 -0.887 -0.513
P -3.083647 -0.770213 -1.656178 -0.454 -0.124 0.860 0.748
C -4.223791 -0.890218 -3.137052 -0.096 -0.717 0.578 -0.497
C -5.470223 -1.747538 -2.776106 0.513 0.427 -0.108 -0.192
In -1.176964 -2.427893 -1.806363 0.319 0.014 -0.569 0.387
C -1.323852 -3.596071 -3.722237 0.187 0.324 0.740 -0.330
O -0.243101 -3.293607 -4.614803 -0.239 -0.201 -0.495 -0.301
C -0.443603 -2.115516 -5.353601 0.125 -0.087 0.403 -0.153
P -1.681098 -4.149228 0.045352 -0.089 0.766 -0.255 0.356
O -0.882226 -5.392796 0.014942 0.331 -0.726 0.256 -0.401
O -1.532185 -3.407254 1.501395 -0.105 -0.411 0.166 -0.251
O -3.281219 -4.543748 -0.000374 0.033 0.483 -0.260 -0.245
H -2.763347 2.890541 -2.359406 -0.035 0.303 -0.051 0.050
H -1.515579 1.973125 -3.119657 0.222 -0.218 -0.261 0.048
H -3.215116 1.591571 -3.420960 -0.081 -0.143 -0.170 0.036
H -1.456070 0.902580 -1.097855 0.234 -0.098 0.281 0.037
H -3.029095 1.469244 -0.629776 -0.290 -0.069 0.186 0.038
H -4.582268 0.073806 -3.467777 0.262 0.316 -0.190 0.040
H -3.689258 -1.408360 -3.922708 0.093 0.262 -0.498 0.023
H -5.452756 -2.707268 -3.277768 -0.046 -0.234 -0.092 0.055
H -6.370461 -1.216567 -3.059509 -0.354 -0.023 -0.079 0.048
H -5.487744 -1.908556 -1.706837 -0.183 -0.134 0.279 0.019
H 0.424649 -1.758390 -1.502197 -0.207 -0.011 0.004 -0.105
H -2.283670 -3.441060 -4.213514 -0.203 0.083 -0.269 0.023
H -1.268713 -4.654499 -3.501929 0.169 -0.278 0.056 0.034
H -0.235993 -2.291559 -6.406822 0.168 -0.069 -0.166 0.075
H 0.213854 -1.332309 -4.975090 0.096 0.237 -0.045 0.079
H -1.467564 -1.756721 -5.276771 -0.249 0.066 0.038 0.065
H -1.567906 -4.098499 2.188249 0.008 0.190 -0.143 0.023
H -3.709852 -3.763733 -0.401551 -0.101 -0.329 0.308 0.016
C 4.347128 -8.052917 1.653222 0.008 -0.031 0.265 0.065
C 4.022347 -7.727573 0.396999 0.301 -0.198 0.071 -0.242
C 2.791279 -6.927593 0.072269 -0.453 0.189 0.378 -0.295
O 2.587910 -6.670197 -1.094778 0.202 -0.099 -0.185 0.135
C 1.921259 -6.519895 1.172302 -0.193 0.203 -0.254 0.104
C 2.254986 -6.847667 2.423267 -0.186 0.170 -0.187 -0.219
C 3.490476 -7.625770 2.749420 0.346 -0.174 -0.233 -0.320
O 3.729156 -7.869314 3.920746 -0.146 0.033 0.126 0.091
O 1.522986 -6.501857 3.491649 0.153 -0.156 0.052 0.077
O 4.750042 -8.078378 -0.656789 -0.094 0.076 -0.130 0.105
H 5.230409 -8.625909 1.897241 0.012 0.002 -0.018 0.129
H 1.019999 -5.959968 0.920563 -0.038 -0.065 -0.044 0.108
H 1.975238 -6.889884 4.265792 0.035 0.052 -0.024 0.116
H 4.280417 -7.705228 -1.431092 -0.020 0.020 0.018 0.119
C -0.169337 7.816887 -3.407398 0.219 0.158 0.114 0.071
C -0.726822 6.636780 -3.703522 -0.182 0.305 -0.167 -0.238
C -0.215454 5.350947 -3.124799 0.429 -0.221 0.383 -0.303
O -0.791184 4.325695 -3.430555 -0.055 0.186 -0.231 0.109
C 0.934870 5.405230 -2.237568 -0.229 -0.141 -0.159 0.083
C 1.504267 6.582469 -1.942528 0.016 -0.288 0.052 -0.232
C 0.970016 7.877039 -2.502504 -0.428 0.099 -0.291 -0.295
O 1.496601 8.926937 -2.178890 0.072 -0.029 0.111 0.092
O 2.553592 6.663494 -1.140879 -0.054 0.165 -0.053 0.116
O -1.766210 6.507754 -4.516904 0.022 -0.187 0.043 0.117
H -0.535007 8.748905 -3.813904 -0.016 0.000 -0.005 0.132
H 1.302231 4.470084 -1.838914 0.022 0.018 0.027 0.140
H 2.845677 7.593033 -1.089575 0.120 0.083 0.027 0.068
H -1.965475 5.549446 -4.544485 -0.005 0.003 0.015 0.124
C -2.044116 -6.424447 6.909229 -0.217 -0.060 0.197 0.070
C -1.595331 -6.223003 5.661227 0.245 0.008 0.301 -0.230
C -2.522502 -6.209489 4.477244 -0.635 -0.053 -0.019 -0.293
O -2.046370 -5.992779 3.384288 0.256 0.090 -0.032 0.126
C -3.942332 -6.452292 4.710099 0.160 0.020 -0.197 0.086
C -4.381888 -6.658746 5.955413 -0.224 -0.004 -0.263 -0.242
C -3.460289 -6.645793 7.139265 0.568 0.071 0.096 -0.323
O -3.948392 -6.825598 8.242322 -0.227 -0.049 -0.015 0.090
O -5.661412 -6.887207 6.247734 0.068 -0.008 0.182 0.104
O -0.322392 -6.017351 5.375002 -0.236 0.026 -0.141 0.108
H -1.388013 -6.431824 7.767784 0.029 0.017 -0.015 0.132
H -4.598537 -6.453169 3.851255 -0.006 0.015 -0.003 0.140
H -5.694406 -6.994988 7.218226 0.013 0.014 -0.012 0.114
H -0.260905 -5.922257 4.399248 0.179 -0.014 0.002 0.100
C 5.594018 9.494947 0.871697 -0.170 -0.151 -0.223 0.084
C 6.035396 10.404599 1.749948 0.150 -0.288 -0.040 -0.236
C 5.340022 11.723212 1.950594 -0.542 0.293 -0.282 -0.316
O 5.798455 12.484598 2.780811 0.243 -0.079 0.132 0.106
C 4.166771 12.015707 1.143191 0.225 0.116 0.251 0.075
C 3.725788 11.107804 0.262303 -0.314 0.356 -0.082 -0.230
C 4.410613 9.784399 0.084221 0.395 -0.124 0.230 -0.280
O 3.922594 9.025053 -0.731139 0.184 -0.073 0.014 0.086
O 2.665840 11.299481 -0.508663 0.199 -0.213 0.023 0.127
O 7.107068 10.217922 2.505723 -0.022 0.190 0.092 0.120
H 6.083430 8.543384 0.720378 0.016 0.000 0.032 0.139
H 3.682891 12.971251 1.284704 -0.027 -0.007 -0.010 0.135
H 2.550896 10.491599 -1.054090 -0.156 -0.025 -0.047 0.094
H 7.196964 11.025825 3.049566 -0.007 -0.013 -0.001 0.122
```
Forces are in eV/Å.

DFT (ωB97M-V/def2-TZVPD) results for the molecule C30H34N2O3 in a non-equilibrium geometry.

## Properties
* F_max: 4.9 eV Å⁻¹
* total energy: -1498.75283 a.u.
* HOMO energy: -6.50 eV
* E_LUMO: 0.7632 eV
* gap between HOMO and LUMO: 0.2670 hartree
* ΔE to the lowest compared entry with this formula, charge and spin: 63.4 kcal/mol
* SMILES: CC(=O)[C@]1(C(c2cc3c4c(c2)CCN4CCC3)c2cc3c4c(c2)CCN4CCC3)CCCOC1=O

Structure (XYZ):
```
69
Properties=species:S:1:pos:R:3:forces:R:3:nbo_charge:R:1
C -3.284254 -0.218204 0.392592 -0.871 -0.727 0.467 -0.740
C -2.396476 0.395535 -0.641753 0.785 0.888 -0.746 0.642
C -1.163358 -0.352966 -1.437729 -3.586 -0.293 -1.909 -0.247
C -1.307699 0.023823 -2.998556 -0.125 0.396 0.375 -0.371
C -1.530144 -1.178180 -3.842948 -0.395 -0.793 -0.701 -0.443
C -0.609586 -2.326625 -3.418527 0.018 0.075 0.113 -0.070
O -0.864681 -2.755895 -2.070301 -0.457 0.200 -0.173 -0.494
C -1.329349 -1.872167 -1.189700 -0.418 -0.440 1.939 0.841
O -1.828615 -2.308308 -0.148884 1.194 0.108 -2.183 -0.619
O -2.652987 1.537234 -0.960119 0.199 -0.584 -0.307 -0.557
H -3.348577 -1.302079 0.325871 -0.127 0.450 0.138 0.268
H -2.975508 0.022077 1.419077 0.250 0.045 -0.298 0.242
H -4.285192 0.206921 0.257114 0.280 0.183 0.005 0.229
H -2.031857 0.825041 -3.066832 -0.532 -0.125 -0.310 0.246
H -0.367615 0.471900 -3.386138 -0.909 -0.255 0.419 0.197
H -2.587687 -1.475306 -3.817503 0.244 -0.300 -0.085 0.212
H -1.259205 -0.933629 -4.878821 -0.291 -0.130 0.075 0.223
H -0.779877 -3.240751 -4.006175 0.232 0.467 0.015 0.205
H 0.451911 -2.024605 -3.442891 -0.321 -0.102 -0.302 0.187
C -1.536083 3.865950 3.198562 -0.112 -0.327 -0.019 -0.399
C -1.555590 5.168677 2.399603 0.383 0.232 -0.151 -0.194
N -1.289689 4.926025 1.004573 -0.637 0.815 0.573 -0.419
C -1.581953 5.866803 -0.057157 0.004 0.078 0.048 -0.185
C -1.108310 5.129027 -1.341672 -0.202 0.774 -0.513 -0.443
C -0.563676 3.831787 -0.848961 0.529 -0.784 0.756 0.019
C -0.146075 2.668862 -1.461248 -0.216 -0.201 0.539 -0.225
C 0.188384 1.564931 -0.634970 0.956 -0.029 -0.085 0.042
C 0.193408 0.171463 -1.240667 4.723 1.085 0.210 -0.277
C 1.116496 -0.864353 -0.636630 -0.493 0.717 0.176 -0.086
C 2.230373 -1.412968 -1.311989 -0.541 -0.310 0.378 -0.153
C 2.802119 -2.546019 -0.756121 -0.808 0.502 0.739 -0.099
C 2.290088 -3.010992 0.465711 -0.675 0.427 0.011 0.254
N 2.948227 -4.104588 0.904317 0.526 -0.363 0.670 -0.433
C 2.495693 -4.856517 2.047197 -0.063 -0.290 -0.351 -0.196
C 1.709990 -3.986315 3.030567 -0.030 0.389 0.181 -0.397
C 0.648986 -3.098057 2.363247 -0.141 -0.417 0.480 -0.418
C 1.198924 -2.464051 1.148927 0.493 0.109 -0.818 -0.095
C 0.617232 -1.373632 0.555669 0.569 0.054 -0.008 -0.183
C 3.925441 -4.563981 -0.058887 -0.055 -0.111 -0.032 -0.187
C 3.896740 -3.472577 -1.170186 0.733 -0.360 -0.326 -0.427
C 0.384929 1.705016 0.741060 -1.207 0.313 -0.444 -0.209
C -0.178032 2.803651 1.380393 0.219 0.604 -0.980 -0.091
C -0.644075 3.832583 0.551721 0.188 -1.014 -0.003 0.171
C -0.350254 2.946483 2.848803 0.327 0.229 0.614 -0.405
H -1.511389 4.100421 4.268222 -0.095 -0.019 -0.162 0.213
H -2.465820 3.317877 2.998760 0.115 0.087 0.026 0.204
H -2.535796 5.655343 2.480030 0.122 -0.040 0.125 0.198
H -0.800429 5.863963 2.806903 -0.152 -0.013 0.051 0.170
H -2.656003 6.109162 -0.082122 0.209 -0.036 -0.004 0.186
H -1.029986 6.809196 0.095183 -0.133 -0.131 -0.067 0.177
H -1.939409 5.010705 -2.047373 0.179 -0.099 0.084 0.219
H -0.337750 5.727158 -1.843012 -0.139 -0.135 -0.023 0.216
H -0.183453 2.577442 -2.551448 -0.010 -0.107 0.398 0.204
H 0.654458 0.343996 -2.227395 -0.016 -0.230 0.746 0.206
H 2.579186 -1.027702 -2.274448 -0.205 0.065 0.288 0.203
H 1.861608 -5.694597 1.708951 0.084 -0.017 0.130 0.172
H 3.384416 -5.274017 2.532626 -0.189 -0.108 0.110 0.198
H 1.221767 -4.620390 3.773781 0.236 -0.030 0.030 0.214
H 2.411621 -3.318995 3.549496 -0.062 -0.214 -0.020 0.202
H -0.257094 -3.669517 2.103128 0.242 0.045 0.052 0.223
H 0.324463 -2.302784 3.049771 0.045 -0.309 0.008 0.216
H -0.300844 -0.942928 0.970001 0.541 -0.194 -0.021 0.222
H 4.913401 -4.656319 0.411750 -0.099 -0.068 -0.144 0.188
H 3.637792 -5.549941 -0.456198 0.118 0.102 0.018 0.178
H 3.718079 -3.934315 -2.149681 0.031 0.185 0.151 0.217
H 4.863276 -2.958558 -1.222838 -0.111 -0.061 -0.055 0.217
H 0.830638 0.906716 1.320544 -0.213 -0.060 -0.024 0.221
H 0.578589 3.351238 3.278172 -0.178 -0.027 0.112 0.206
H -0.503859 1.955823 3.297559 0.038 0.232 0.011 0.214
```
Forces are in eV/Å.

DFT (ωB97M-V/def2-TZVPD) results for a structure of composition C30H34N2OPY.

## Properties
* F_max: 0.2 eV Å⁻¹
* total energy: -1727.60193 a.u.
* HOMO energy: -13.65 eV
* total charge: +2
* E_LUMO: -5.9432 eV
* gap between HOMO and LUMO: 0.2833 hartree
* ΔE to the lowest compared entry with this formula, charge and spin: 2.5 kcal/mol

Structure (XYZ):
```
69
Properties=species:S:1:pos:R:3:forces:R:3:nbo_charge:R:1
Y 0.699278 0.128651 0.374621 -0.091 0.149 0.028 1.826
C 0.152540 -3.844889 0.168038 -0.031 0.027 0.015 -0.640
C 0.954528 -2.760689 0.822006 -0.143 0.021 0.136 -0.011
C 2.170593 -2.330812 0.277597 0.146 0.027 0.009 -0.250
C 3.000140 -1.441134 0.966398 -0.075 0.055 0.048 -0.245
C 2.605129 -0.938936 2.208492 0.023 -0.074 -0.095 -0.260
C 1.370579 -1.321945 2.742776 0.008 0.059 -0.017 -0.254
C 0.553491 -2.212964 2.054255 0.100 -0.090 -0.129 -0.158
H 0.259663 -4.762422 0.750417 -0.006 -0.001 0.007 0.258
H 0.497403 -4.041801 -0.843633 0.010 0.001 0.011 0.242
H -0.909015 -3.597761 0.139891 -0.004 -0.001 -0.002 0.237
H 2.494476 -2.737908 -0.671709 -0.016 -0.006 0.001 0.270
H 3.960275 -1.167966 0.545873 0.005 0.000 0.006 0.262
H 3.265894 -0.292932 2.772303 0.004 -0.003 0.000 0.254
H 1.052321 -0.948218 3.708343 0.018 0.007 0.001 0.262
H -0.392293 -2.509424 2.489746 -0.013 -0.007 -0.032 0.257
N -0.421638 2.211000 -0.417304 0.099 -0.066 0.059 -0.917
C -1.332781 2.838751 0.596953 0.005 -0.006 0.004 -0.219
C -0.828959 4.188813 1.075577 0.053 -0.005 0.050 -0.417
C 0.348860 4.166349 2.049372 -0.058 -0.004 -0.026 -0.420
C 1.651823 3.544676 1.562002 0.019 -0.033 -0.007 -0.213
N 1.708084 2.057027 1.767197 0.021 0.068 0.022 -0.907
H 0.192066 2.933478 -0.783842 -0.016 0.010 -0.030 0.392
H -0.981033 1.920294 -1.213479 -0.036 0.013 -0.089 0.408
H -1.453863 2.153459 1.439434 -0.001 -0.003 -0.003 0.208
H -2.319730 2.956653 0.151207 0.002 -0.011 -0.012 0.224
H -1.659732 4.692324 1.572134 -0.001 0.002 -0.005 0.250
H -0.583356 4.811302 0.208063 0.005 -0.003 0.001 0.210
H 0.049836 3.675743 2.982947 -0.011 0.000 -0.005 0.208
H 0.567271 5.198849 2.324734 0.005 -0.002 0.001 0.251
H 2.480788 3.994513 2.108861 0.006 -0.002 -0.007 0.218
H 1.825025 3.753515 0.504487 0.000 -0.004 -0.001 0.191
H 1.414786 1.894891 2.731222 -0.015 -0.015 -0.010 0.393
H 2.698178 1.815366 1.783685 -0.016 -0.029 -0.018 0.387
O -1.550727 -0.239312 0.962491 -0.003 -0.068 -0.046 -0.658
C -1.350122 -0.522853 -0.233429 0.036 0.033 0.066 0.080
C -2.281332 -0.542585 -1.341771 -0.061 -0.016 -0.012 -0.152
C -3.673824 -0.579194 -1.270701 0.008 -0.003 0.008 -0.156
C -4.406056 -0.430329 -2.434876 -0.041 -0.002 -0.002 -0.189
C -3.753830 -0.212068 -3.645727 0.053 0.003 -0.010 -0.137
C -2.364964 -0.161825 -3.719786 -0.066 -0.006 0.035 -0.212
C -1.615302 -0.352741 -2.566988 -0.040 0.002 -0.020 -0.284
P 0.228105 -0.409403 -2.534860 0.089 -0.077 0.048 0.833
C 0.561822 -2.150007 -2.959247 -0.005 0.015 -0.036 -0.382
C 1.893869 -2.517662 -3.163195 0.019 -0.028 -0.005 -0.220
C 2.216847 -3.815911 -3.523304 -0.011 -0.001 0.007 -0.203
C 1.209261 -4.761773 -3.686888 -0.029 0.032 0.013 -0.183
C -0.115711 -4.399987 -3.495610 0.024 -0.029 -0.015 -0.206
C -0.441266 -3.098108 -3.132996 -0.016 0.020 -0.012 -0.158
C 0.720856 0.482699 -4.037623 0.031 0.040 0.082 -0.401
C 1.143040 1.805169 -3.913132 0.011 -0.039 0.066 -0.145
C 1.467833 2.551154 -5.034155 0.020 0.048 -0.082 -0.205
C 1.384183 1.973254 -6.293913 -0.001 -0.016 0.057 -0.170
C 0.985392 0.649596 -6.426489 -0.003 -0.018 0.011 -0.190
C 0.655631 -0.096088 -5.304390 0.004 -0.004 -0.039 -0.193
H -4.161910 -0.717624 -0.314302 -0.002 0.002 -0.001 0.239
H -5.486735 -0.465490 -2.407473 0.002 -0.001 0.010 0.245
H -4.337493 -0.078734 -4.547232 0.001 0.000 -0.001 0.242
H -1.881891 0.016044 -4.671134 -0.005 0.007 -0.006 0.243
H 2.682689 -1.777499 -3.066475 0.001 0.003 -0.007 0.221
H 3.249948 -4.090069 -3.691435 0.004 0.005 -0.002 0.237
H 1.458874 -5.774192 -3.974253 0.002 -0.001 -0.002 0.240
H -0.902466 -5.129547 -3.635045 0.001 0.000 0.000 0.236
H -1.481248 -2.832007 -2.992560 0.005 -0.002 -0.010 0.217
H 1.241097 2.248345 -2.926162 -0.020 0.020 -0.022 0.182
H 1.797095 3.576496 -4.931672 -0.001 -0.002 0.014 0.229
H 1.642817 2.550258 -7.171271 0.000 0.003 -0.001 0.238
H 0.934973 0.194170 -7.406379 0.000 0.003 -0.002 0.237
H 0.355618 -1.131026 -5.417580 -0.002 0.000 0.003 0.229
```
Forces are in eV/Å.

The lowest E_LUMO belongs to which entry? C30H34N2OPY